Here is a structure of composition C32H42Br2N6O3PPdS at a distorted geometry from OMol25. Energies are from ωB97M-V/def2-TZVPD.

## Properties
Calculated total energy, eV: -212639.708
LUMO level (alpha / beta), eV: 2.47 / 2.43
Gap between HOMO and LUMO (alpha / beta), eV: 7.1 / 7.0

```
! wB97M-V def2-TZVPD RIJCOSX def2/J DEFGRID3
* xyz -1 3
Pd -0.81540 -0.26809 -0.10524
N -0.53167 -4.96602 6.47440
C -0.38423 -3.77177 5.75492
C 0.58599 -2.84207 6.11872
C 0.70493 -1.64585 5.42663
C -0.15154 -1.37143 4.37651
C -1.12398 -2.29181 4.00118
C -1.23995 -3.48328 4.69036
S -0.03714 0.13943 3.47139
O 1.02815 0.91659 4.05422
O -1.35769 0.71725 3.44926
N 0.27249 -0.31397 1.95949
C 1.46227 -0.85366 1.62147
N 1.56289 -1.05557 0.28200
C 2.73568 -1.41795 -0.19776
C 3.82781 -1.66545 0.62284
C 3.58235 -1.56564 1.98459
N 2.42872 -1.17404 2.50097
H 0.30083 -5.27098 6.95204
H -0.96422 -5.71377 5.95671
H 1.25336 -3.06014 6.94561
H 1.46735 -0.92281 5.68263
H -1.77638 -2.07354 3.16272
H -2.00504 -4.19693 4.40433
H 2.79587 -1.52994 -1.27643
H 4.78950 -1.95714 0.22776
H 4.35820 -1.81998 2.70243
C -0.56074 3.15217 -0.40824
C -1.83895 2.77696 0.27686
C -2.76230 3.77016 0.68838
C -3.90829 3.41220 1.32919
C -4.16922 2.04929 1.60430
C -5.30905 1.55601 2.28608
Br -6.67117 2.74744 2.87108
C -5.45181 0.21980 2.51937
C -4.47273 -0.68611 2.08960
Br -4.73729 -2.53423 2.43430
C -3.31527 -0.29424 1.42551
O -2.40302 -1.10530 1.03701
C -3.20228 1.12526 1.17732
N -2.07923 1.51380 0.51845
H -0.70752 4.02468 -1.04736
H -0.19643 2.32009 -1.01108
H 0.19471 3.40305 0.34103
H -2.54526 4.80928 0.47680
H -4.62668 4.16116 1.63510
H -6.32277 -0.15390 3.03962
C -2.71106 1.51150 -4.16312
C -1.53096 0.65348 -4.64365
C -1.84691 0.12243 -6.04368
C -0.32571 1.61129 -4.74103
P -1.14069 -0.60083 -3.26993
N -0.49197 0.17554 -2.07888
C -2.78270 -1.48967 -2.83976
C -2.46545 -2.76661 -2.04734
C -3.56670 -0.58003 -1.88096
C -3.68538 -1.86962 -4.01839
C 0.02240 -1.91487 -3.99762
C 1.18578 -1.16415 -4.66365
C -0.55894 -2.89638 -5.02026
C 0.62716 -2.70259 -2.81610
H -2.78093 2.39432 -4.80591
H -2.55706 1.84810 -3.13661
H -3.66416 0.99055 -4.22370
H -2.03047 0.97616 -6.70570
H -2.73381 -0.50843 -6.07299
H -1.01526 -0.43717 -6.47183
H -0.66370 2.56209 -5.16383
H 0.46125 1.22859 -5.38869
H 0.09190 1.79987 -3.75108
H -1.79697 -2.58065 -1.20595
H -2.04118 -3.55423 -2.66536
H -3.40096 -3.14357 -1.62483
H -2.84527 -0.12588 -1.20677
H -4.28410 -1.16860 -1.30536
H -4.09626 0.21890 -2.39362
H -3.18011 -2.46265 -4.78043
H -4.12437 -0.99839 -4.50230
H -4.51333 -2.47236 -3.63061
H 0.89504 -0.69514 -5.60311
H 1.98152 -1.88104 -4.88717
H 1.58947 -0.39620 -4.00112
H -1.03636 -2.40216 -5.86570
H -1.28238 -3.57852 -4.57848
H 0.25841 -3.50800 -5.41884
H 0.65888 -2.09702 -1.90979
H 1.65208 -2.99602 -3.06218
H 0.07249 -3.61315 -2.60044
*
```